A cluster of 5 separate species, C3H17NO4 in total in a non-equilibrium geometry. Source: OMol25; level of theory: ωB97M-V with the def2-TZVPD basis set.

Output
* 2S+1: 2
* LUMO energy (alpha / beta): 3.36 / 3.18 eV
* energy relative to the best compared isomer or geometry (same formula, charge and spin): 0.0 kcal/mol
* total charge: -1
* HOMO energy (alpha / beta): 0.701 / -5.253 eV

Positions of all 25 atoms, in Å:
C (1.17373, -0.62434, -1.39034)
C (1.17349, -1.87374, -0.51036)
C (2.62112, -2.22220, -0.12674)
N (0.38680, -1.73008, 0.66953)
H (0.20770, -0.12592, -1.36746)
H (1.96506, 0.05016, -1.04260)
H (1.47295, -0.79108, -2.43710)
H (0.83904, -2.73304, -1.11096)
H (3.13878, -2.38545, -1.06850)
H (2.98702, -1.38987, 0.46761)
H (2.67977, -3.18561, 0.36807)
H (-0.59998, -1.60319, 0.55045)
H (0.72760, -1.40955, 1.55601)
H (-0.23927, 2.59384, 2.80728)
H (0.47690, 1.28769, 2.33930)
O (-0.38134, 1.74168, 2.34741)
H (0.49151, 2.26326, -2.53326)
H (1.67561, 2.75785, -1.59831)
O (0.74024, 2.83004, -1.79729)
H (-2.39907, 0.22778, -0.17804)
H (-2.96194, -0.95682, -1.03378)
O (-2.14034, -0.59558, -0.65950)
H (-2.20679, 1.70222, 1.80301)
H (-3.08491, 1.91057, 0.60110)
O (-2.95788, 1.29595, 1.33806)

An isolated molecule of C8H10Cl2O in a non-equilibrium geometry. Source: OMol25; level of theory: ωB97M-V with the def2-TZVPD basis set.

Output
* 2S+1: 1
* LUMO energy: 0.33 eV
* energy relative to the best compared isomer or geometry (same formula, charge and spin): 75.4 kcal/mol
* total charge: 0
* HOMO energy: -9.560 eV

Positions of all 21 atoms, in Å:
C (2.01354, -0.04475, 0.02844)
C (3.36282, -0.04314, 0.23604)
C (2.72571, 1.19379, 0.00557)
C (0.65960, -1.46277, -1.40327)
C (-0.56731, 0.72152, 1.88665)
C (-0.74519, 1.22506, -0.44547)
C (0.76196, -0.80896, 0.04233)
C (-0.45001, 0.03976, 0.44637)
O (2.72634, 2.35168, -0.25325)
Cl (4.65248, -1.05853, 0.28350)
Cl (-1.93895, -1.17508, 0.55607)
H (1.00134, -0.70083, -2.06354)
H (-0.49977, -1.57108, -1.49599)
H (1.12012, -2.53461, -1.48341)
H (0.01810, 0.10364, 2.52730)
H (-1.59928, 0.84253, 2.02815)
H (-0.09494, 1.68297, 1.75401)
H (-0.88681, 0.83497, -1.39784)
H (-1.61527, 1.91194, -0.15893)
H (0.10391, 1.78424, -0.56162)
H (0.73703, -1.46831, 0.89109)

An isolated molecule of C3H4ClF in a non-equilibrium geometry. Source: OMol25; level of theory: ωB97M-V with the def2-TZVPD basis set.

Output
* 2S+1: 1
* LUMO energy: 0.55 eV
* energy relative to the best compared isomer or geometry (same formula, charge and spin): 25.9 kcal/mol
* total charge: 0
* HOMO energy: -9.902 eV

Positions of all 9 atoms, in Å:
C (-0.92108, -0.88162, 0.39386)
C (-0.05810, -0.19962, -0.59083)
C (-0.21378, -0.37295, -1.91092)
H (-0.39544, -1.86672, 0.76241)
H (-1.77124, -1.23111, -0.16641)
H (-1.17072, -0.51152, -2.32183)
H (0.57092, -0.43734, -2.63381)
F (-1.35209, 0.12851, 1.38506)
Cl (1.29959, 0.68325, 0.26714)

A cluster of 3 separate species, C3H12NO3S in total in a non-equilibrium geometry. Source: OMol25; level of theory: ωB97M-V with the def2-TZVPD basis set.

Output
* 2S+1: 2
* LUMO energy (alpha / beta): -7.99 / -12.85 eV
* energy relative to the best compared isomer or geometry (same formula, charge and spin): 0.0 kcal/mol
* total charge: +2
* HOMO energy (alpha / beta): -19.433 / -19.416 eV

Positions of all 20 atoms, in Å:
O (1.44083, -1.33454, 0.28548)
C (0.93685, -1.24595, -0.78873)
C (0.63843, 0.13808, -1.40028)
C (-0.91037, 0.41232, -1.43177)
S (-1.91447, -1.06534, -1.17879)
N (1.30532, 1.15156, -0.50718)
H (0.65558, -2.11800, -1.39900)
H (1.05908, 0.25443, -2.38804)
H (-1.20115, 0.84839, -2.37967)
H (-1.21330, 1.16171, -0.69762)
H (-1.80600, -1.11661, 0.18351)
H (1.72439, 1.91734, -1.04611)
H (1.99732, 0.70680, 0.10278)
H (0.56808, 1.53749, 0.11933)
H (-0.06827, 1.88959, 2.28409)
H (-0.42072, 0.34235, 1.84025)
O (-0.39059, 1.28805, 1.59955)
H (-1.47602, -1.63070, 2.68508)
H (-0.01965, -1.70983, 2.19519)
O (-0.90535, -1.42713, 1.92191)

A structure of composition C12H25F6MoN4O6S2Se2 in a non-equilibrium geometry. Source: OMol25; level of theory: ωB97M-V with the def2-TZVPD basis set.

Output
* 2S+1: 3
* LUMO energy (alpha / beta): -13.28 / -12.10 eV
* energy relative to the best compared isomer or geometry (same formula, charge and spin): 29.3 kcal/mol
* total charge: +3
* HOMO energy (alpha / beta): -18.965 / -19.072 eV

Positions of all 58 atoms, in Å:
Mo (0.60816, 0.55995, -0.11985)
F (-4.55839, -0.05620, -0.39321)
C (-4.14949, 0.92114, 0.47060)
F (-5.22858, 1.60716, 0.84125)
F (-3.54030, 0.32972, 1.57306)
S (-2.63840, 1.85959, -0.57504)
O (-1.56364, 0.86799, -0.55343)
O (-3.21065, 2.10455, -1.88187)
N (-2.13249, 3.17002, 0.24482)
S (-0.78457, 3.46968, 1.03253)
O (-0.00946, 4.63376, 0.69560)
O (0.15538, 2.29298, 1.10908)
C (-1.33158, 3.60296, 2.82307)
F (-2.05481, 2.52338, 3.16603)
F (-2.11979, 4.65523, 3.12508)
F (-0.17522, 3.71067, 3.59684)
C (3.30242, -1.84162, -0.31960)
Se (3.40249, 0.02252, -0.26694)
C (3.91379, 0.50185, -2.21457)
C (2.83425, 0.59783, -3.27086)
Se (1.28673, 1.67297, -2.48400)
C (2.21042, 3.29461, -2.09919)
H (2.65718, -2.20827, 0.55829)
H (4.29748, -2.23282, -0.34670)
H (2.72348, -2.04780, -1.20888)
H (4.79868, -0.14919, -2.40148)
H (4.30812, 1.49773, -1.96639)
H (2.41331, -0.37359, -3.38688)
H (3.15823, 1.03571, -4.23066)
H (2.99400, 3.43970, -2.85638)
H (2.59544, 3.28703, -1.03011)
H (1.45209, 4.05519, -2.07709)
C (-2.94925, -2.87951, -1.57800)
N (-1.74118, -2.11782, -1.87295)
C (-1.89713, -1.25459, -3.06419)
C (-0.60394, -2.01892, -1.09533)
C (-0.53953, -2.88228, 0.11674)
O (0.36148, -1.23569, -1.43212)
H (-3.48014, -3.09421, -2.50447)
H (-3.64677, -2.33488, -0.91203)
H (-2.68059, -3.81789, -1.08539)
H (-1.09210, -0.51597, -3.06009)
H (-2.90595, -0.79521, -2.98907)
H (-1.78926, -1.76285, -4.05595)
H (-1.49131, -2.89286, 0.62702)
H (0.29255, -2.52527, 0.77283)
H (-0.33628, -3.86687, -0.25703)
C (-0.23739, -2.40226, 3.65043)
N (0.97510, -1.64712, 3.62065)
C (1.17410, -0.63061, 2.78135)
N (2.11789, 0.31130, 3.11201)
O (0.43517, -0.46306, 1.76582)
H (-0.22246, -3.17747, 2.79497)
H (-1.06620, -1.74397, 3.44132)
H (-0.33296, -2.84677, 4.63341)
H (1.64407, -1.81395, 4.33154)
H (2.32671, 0.34092, 4.08197)
H (2.07110, 1.26339, 2.62341)

A structure of composition C15H21ClN2O in a non-equilibrium geometry. Source: OMol25; level of theory: ωB97M-V with the def2-TZVPD basis set.

Output
* 2S+1: 1
* LUMO energy: 0.48 eV
* energy relative to the best compared isomer or geometry (same formula, charge and spin): 269.2 kcal/mol
* total charge: 0
* HOMO energy: -8.394 eV

Positions of all 40 atoms, in Å:
C (2.24306, -5.29062, 0.31346)
C (1.29401, -4.02928, 0.35378)
C (-0.18497, -4.16815, 0.39315)
C (-0.85318, -3.11910, 0.48548)
C (-0.21066, -1.88330, 0.44017)
C (1.20905, -1.76865, 0.66254)
C (2.09120, -2.87410, 0.61494)
Cl (3.54674, -2.75269, 0.42033)
H (1.50699, -0.87579, 0.68970)
N (-1.13423, -0.76204, 0.75181)
C (-0.98528, 0.41272, 1.10123)
O (0.19175, 0.80904, 1.02820)
C (-1.99325, 1.42472, 0.94446)
N (-1.88767, 2.80978, 0.99446)
H (-0.91860, 2.94594, 1.16639)
C (-1.81546, 3.25719, -0.34648)
C (-1.57041, 4.87563, -0.49770)
C (-1.79026, 5.36549, -1.80840)
C (-1.05423, 4.73991, -2.84575)
C (-1.08191, 3.19036, -2.70410)
C (-0.94674, 2.53626, -1.50017)
H (-1.06986, 1.45419, -1.25682)
H (0.01365, 2.76285, -0.97044)
H (-0.33148, 2.71174, -3.32516)
H (-2.33734, 2.82380, -3.32262)
H (-1.09421, 5.16379, -3.84342)
H (0.27138, 4.98287, -2.60399)
H (-1.88069, 6.41314, -1.79268)
H (-2.79744, 5.15560, -2.11036)
H (-0.65815, 5.06637, -0.05820)
H (-2.53765, 5.20108, 0.24326)
H (-2.95917, 2.98329, -0.89647)
H (-2.92876, 1.09876, 0.49182)
H (-2.33529, 1.27650, 2.09126)
H (-2.06478, -1.05880, 0.75101)
H (-2.09261, -3.28860, 0.66357)
H (-0.56757, -5.29332, 0.15941)
H (1.72485, -6.18311, 0.39855)
H (2.84102, -5.29081, -0.59031)
H (2.86339, -5.55898, 1.28341)

A cluster of 9 separate species, C26H40Cl10N4 in total in a non-equilibrium geometry. Source: OMol25; level of theory: ωB97M-V with the def2-TZVPD basis set.

Output
* 2S+1: 1
* LUMO energy: 0.47 eV
* total charge: 0
* HOMO energy: -8.610 eV

Positions of all 80 atoms, in Å:
N (-4.94028, 1.11391, -0.56275)
C (-3.88453, 0.35415, -1.05611)
C (-4.32599, -0.14148, -2.28347)
C (-5.63558, 0.36688, -2.51875)
C (-5.99410, 1.10154, -1.45227)
H (-4.87764, 1.54686, 0.32125)
H (-2.94231, 0.23417, -0.56971)
H (-3.76488, -0.74461, -2.98527)
H (-6.18993, 0.27558, -3.51747)
H (-6.88968, 1.62106, -1.15166)
N (3.36086, 1.55702, 2.79284)
C (4.62383, 1.69019, 3.24496)
C (4.71592, 1.06829, 4.46558)
C (3.45499, 0.42615, 4.69732)
C (2.62910, 0.76542, 3.67422)
H (2.89608, 1.95610, 1.97821)
H (5.35757, 2.16727, 2.68151)
H (5.65035, 1.01543, 5.06936)
H (3.24829, -0.29334, 5.50012)
H (1.59146, 0.58043, 3.43535)
N (-2.86653, -2.77259, 0.23913)
C (-1.76050, -3.48849, 0.61794)
C (-2.17155, -4.32491, 1.61107)
C (-3.57636, -4.25746, 1.74935)
C (-3.97005, -3.18708, 0.94732)
H (-2.98865, -2.17444, -0.53421)
H (-0.83338, -3.27717, 0.14810)
H (-1.47725, -5.07768, 1.89514)
H (-4.24777, -5.02250, 2.15495)
H (-5.01012, -2.81817, 0.67071)
N (-1.87021, -1.27134, 3.47652)
C (-2.70722, -0.36222, 2.91998)
C (-2.13530, 0.87906, 3.11632)
C (-0.95274, 0.69809, 3.89647)
C (-0.81130, -0.67722, 4.11035)
H (-2.00255, -2.23485, 3.33604)
H (-3.54132, -0.61635, 2.20431)
H (-2.53246, 1.83969, 2.81928)
H (-0.41657, 1.46100, 4.43834)
H (-0.09323, -1.22690, 4.69553)
Cl (-0.71150, 1.99320, -5.18357)
C (0.97295, 2.30811, -4.59646)
C (1.98331, 2.65654, -5.67263)
Cl (1.65401, 4.12490, -6.60012)
H (1.28926, 1.49073, -4.00764)
H (0.97623, 3.22579, -3.91778)
H (2.20012, 1.81280, -6.34994)
H (2.85807, 2.81147, -5.08410)
Cl (3.18690, -2.89140, 1.02117)
C (4.21260, -1.51765, 1.53111)
C (5.58781, -2.07226, 1.65555)
Cl (6.44650, -2.24753, 0.16539)
H (3.87003, -1.15965, 2.48943)
H (4.10324, -0.64630, 0.90960)
H (5.62542, -3.04039, 2.16510)
H (6.14340, -1.39376, 2.29196)
Cl (-3.14665, 4.03561, -0.29791)
C (-3.86574, 3.88649, -1.90575)
C (-2.76639, 3.86075, -2.93916)
Cl (-1.78763, 5.27357, -3.13207)
H (-4.56048, 4.66357, -2.06781)
H (-4.34062, 2.93814, -1.93761)
H (-3.24103, 3.68808, -3.91770)
H (-2.20429, 3.01947, -2.61701)
Cl (2.38438, -3.75093, -2.99311)
C (4.00213, -3.19768, -2.69875)
C (4.05645, -1.81512, -2.17410)
Cl (3.64866, -0.46249, -3.28529)
H (4.65884, -3.24443, -3.60136)
H (4.41655, -3.84442, -1.89237)
H (5.02739, -1.69824, -1.74738)
H (3.34362, -1.57434, -1.35872)
Cl (0.02305, -1.14549, -1.15072)
C (0.15522, -0.25640, 0.37468)
C (0.16796, 1.24894, 0.18871)
Cl (1.73014, 1.86183, -0.40209)
H (1.03756, -0.55665, 0.81189)
H (-0.70641, -0.44394, 1.01874)
H (0.09069, 1.82631, 1.11473)
H (-0.64017, 1.48327, -0.48273)

Number 1: energy -480.16446 Ha. Number 2: energy -1306.33807 Ha. Number 3: energy -676.70015 Ha. Number 4: energy -799.44444 Ha. Number 5: energy -7408.24560 Ha. Number 6: energy -1228.71702 Ha. Number 7: energy -5835.60296 Ha.